[1]
Here is a molecular structure, C5H5ClS2 from OMol25. Energies are from ωB97M-V/def2-TZVPD.

Element x y z (Å)
C (0.286, 1.507, -0.118)
C (-0.218, 0.066, -0.325)
C (-1.533, -0.406, 0.387)
C (0.828, -1.065, -0.528)
C (2.114, -1.416, -0.868)
H (0.698, 0.076, 1.667)
H (-0.454, -0.039, -1.344)
H (-1.798, -1.465, -0.080)
H (-1.412, -0.506, 1.504)
H (3.539, -1.544, -1.040)
S (1.296, 1.446, 1.411)
S (-0.151, 2.890, -0.883)
Cl (-3.195, 0.456, 0.218)

The multiplicity is 1. The HOMO-LUMO gap is 0.3021 hartree. The HOMO energy is -9.096 eV. The relative energy (zero: lowest compared OMol25 entry of this formula, charge and spin) comes out at 141.0 kcal per mole. As for the LUMO energy: -0.875 eV. The molar mass is 164.7 g mol⁻¹. Its charge is 0.

=====

[2]
Here is 2 unconnected molecules or ions with the total composition C5H5F2N3O2S from OMol25. Energies are from ωB97M-V/def2-TZVPD.

Element x y z (Å)
C (-1.208, -1.264, 1.846)
C (-0.986, -0.901, 0.419)
C (2.384, 1.903, 0.165)
C (-0.380, 0.555, -1.479)
C (-0.640, 0.350, 0.015)
N (-1.035, -2.058, -0.341)
N (-1.345, -3.138, 0.260)
N (3.521, 1.855, -0.173)
O (1.375, 2.234, 0.666)
O (-1.301, 1.400, 0.700)
F (-1.408, 0.141, -2.325)
F (0.638, -0.211, -1.866)
S (-1.579, -2.961, 1.803)
H (-0.864, -0.812, 2.775)
H (-0.190, 1.653, -1.673)
H (-0.741, -2.103, -1.314)
H (4.327, 1.256, -0.483)
H (-0.567, 2.102, 1.006)

The multiplicity is 1. The HOMO-LUMO gap (spin up / spin down) is 0.2412 / 0.2411 hartree. The HOMO energy (spin up / spin down) is -6.752 / -6.752 eV. The relative energy (zero: lowest compared OMol25 entry of this formula, charge and spin) comes out at 60.3 kcal per mole. As for the LUMO energy (spin up / spin down): -0.188 / -0.191 eV. The molar mass is 209.2 g mol⁻¹. Its charge is 0.

=====

[3]
Here is a single C5H5F3IN2P molecule from OMol25. Energies are from ωB97M-V/def2-TZVPD.

Element x y z (Å)
C (2.403, -1.517, -0.179)
C (1.060, -0.913, -0.161)
C (0.866, 0.456, -0.639)
C (-0.373, 0.908, -0.338)
C (-0.878, 2.256, -0.207)
F (-0.613, 2.783, 1.018)
F (-0.354, 3.097, -1.102)
F (-2.215, 2.422, -0.301)
N (-0.946, -0.397, 0.613)
P (-2.621, -0.507, 0.975)
I (-3.576, -2.026, -0.642)
N (0.022, -1.297, 0.550)
H (2.900, -0.964, -0.867)
H (2.818, -1.360, 0.729)
H (2.480, -2.514, -0.457)
H (1.618, 1.145, -0.986)
H (-2.591, -1.570, 1.995)

Its SMILES is Cc1cc(C(F)(F)F)n(PI)n1. The multiplicity is 1. The HOMO-LUMO gap is 0.3274 hartree. The HOMO energy is -9.281 eV. The relative energy (zero: lowest compared OMol25 entry of this formula, charge and spin) comes out at 0.0 kcal per mole. As for the LUMO energy: -0.373 eV. The molar mass is 308.0 g mol⁻¹. Its charge is 0.

=====

[4]
Here is a molecular structure, C5H5F3N3 from OMol25. Energies are from ωB97M-V/def2-TZVPD.

Element x y z (Å)
C (-1.029, 1.536, -0.130)
C (1.693, -0.123, 0.912)
C (0.547, -0.101, -1.189)
C (-0.497, 0.207, -0.126)
C (-1.691, -0.764, 0.087)
N (-1.488, 2.559, -0.053)
N (0.500, 0.043, 1.418)
N (1.847, -0.201, -0.388)
F (-2.370, -0.619, -1.029)
F (-1.311, -2.003, 0.210)
F (-2.451, -0.441, 1.091)
H (2.457, -0.256, 1.678)
H (0.363, -1.036, -1.884)
H (0.487, 0.882, -1.900)
H (0.228, 0.667, 2.149)
H (2.715, -0.350, -0.846)

The multiplicity is 1. The HOMO-LUMO gap is 0.4163 hartree. The HOMO energy is -16.048 eV. The relative energy (zero: lowest compared OMol25 entry of this formula, charge and spin) comes out at 20.6 kcal per mole. As for the LUMO energy: -4.720 eV. The molar mass is 164.1 g mol⁻¹. Its charge is +1.

=====

[5]
Here is a single C5H5F3S2 molecule from OMol25. Energies are from ωB97M-V/def2-TZVPD.

Element x y z (Å)
C (-1.419, 0.135, 0.690)
C (-0.255, -0.617, 0.040)
C (0.228, -0.048, -1.272)
S (0.370, -1.084, -2.559)
C (0.579, 1.305, -1.478)
S (0.369, 2.580, -0.463)
C (0.911, -0.726, 1.027)
F (1.950, -1.394, 0.501)
F (0.546, -1.395, 2.129)
F (1.388, 0.453, 1.437)
H (-1.106, 1.110, 1.052)
H (-1.797, -0.444, 1.529)
H (-2.219, 0.267, -0.034)
H (-0.559, -1.654, -0.151)
H (1.015, 1.513, -2.450)

Its SMILES is C[C@@H](C(=S)C=S)C(F)(F)F. The multiplicity is 1. The HOMO-LUMO gap is 0.2539 hartree. The HOMO energy is -9.353 eV. As for the LUMO energy: -2.445 eV. The molar mass is 186.2 g mol⁻¹. Its charge is 0.

=====

[6]
Here is a gas-phase ion, C5H5F6N2 (charge +1) from OMol25. Energies are from ωB97M-V/def2-TZVPD.

Element x y z (Å)
N (2.786, 0.409, 0.830)
C (2.351, -0.556, 0.132)
N (1.143, -0.585, -0.498)
C (0.248, 0.460, -0.536)
C (-1.078, 0.166, -0.321)
C (-2.061, 1.225, -0.183)
F (-3.146, 1.196, -1.036)
F (-2.552, 1.178, 1.047)
F (-1.569, 2.430, -0.377)
C (-1.530, -1.228, -0.039)
F (-0.948, -1.660, 1.095)
F (-2.832, -1.425, -0.042)
F (-1.064, -2.128, -0.970)
H (2.354, 1.340, 1.011)
H (3.656, 0.411, 1.313)
H (2.950, -1.351, -0.056)
H (0.614, -1.397, -0.772)
H (0.680, 1.514, -0.598)

Its SMILES is [NH2+]=CNC=C(C(F)(F)F)C(F)(F)F. The multiplicity is 1. The HOMO-LUMO gap is 0.3561 hartree. The HOMO energy is -14.931 eV. The relative energy (zero: lowest compared OMol25 entry of this formula, charge and spin) comes out at 0.0 kcal per mole. As for the LUMO energy: -5.241 eV. The molar mass is 207.1 g mol⁻¹. Its charge is +1.

=====

[7]
Here is 2 unconnected molecules or ions with the total composition C5H5F6O3S from OMol25. Energies are from ωB97M-V/def2-TZVPD.

Element x y z (Å)
C (2.481, -0.115, -0.239)
C (1.095, 0.661, -0.244)
C (-0.215, -0.165, 0.051)
C (-0.180, -0.675, 1.404)
C (-0.623, -1.147, -1.011)
O (-2.769, 1.167, -1.391)
O (-3.244, 1.408, 0.949)
O (-1.479, 2.791, 0.016)
F (0.172, 0.168, 2.469)
F (0.608, -1.744, 1.710)
F (-1.364, -1.122, 1.763)
F (0.106, -2.299, -1.239)
F (-0.662, -0.543, -2.236)
F (-1.928, -1.545, -0.736)
S (-2.341, 1.661, -0.130)
H (2.414, -1.029, -0.765)
H (2.599, -0.615, 0.747)
H (3.319, 0.444, -0.464)
H (1.001, 1.443, 0.505)
H (1.012, 1.256, -1.158)

The multiplicity is 1. The HOMO-LUMO gap (spin up / spin down) is 0.2995 / 0.2995 hartree. The HOMO energy (spin up / spin down) is -4.991 / -4.991 eV. The relative energy (zero: lowest compared OMol25 entry of this formula, charge and spin) comes out at 0.0 kcal per mole. As for the LUMO energy (spin up / spin down): 3.158 / 3.158 eV. The molar mass is 259.1 g mol⁻¹. Its charge is -1.

=====

[8]
Here is a molecular structure, C5H5FLiO4Pb from OMol25. Energies are from ωB97M-V/def2-TZVPD.

Element x y z (Å)
H (-1.052, 1.737, -0.295)
O (0.635, 0.522, -0.417)
O (1.722, 2.070, -1.493)
O (2.860, 0.665, -0.106)
C (-0.349, 1.349, -1.032)
C (0.393, 2.161, -1.866)
C (1.875, 1.092, -0.611)
H (0.103, 3.030, -2.448)
C (-2.053, -0.981, 2.066)
C (-2.294, -0.663, 0.658)
O (-1.543, -1.640, -0.006)
Li (-2.298, -2.688, -1.291)
Pb (0.396, -1.464, 0.526)
F (-0.664, -0.951, 2.296)
H (-2.599, -0.588, 2.919)
H (-2.398, 0.180, -0.506)
H (-2.621, 0.382, 0.847)

The multiplicity is 2. The HOMO-LUMO gap (spin up / spin down) is 0.2695 / 0.3067 hartree. The HOMO energy (spin up / spin down) is -15.828 / -17.116 eV. The relative energy (zero: lowest compared OMol25 entry of this formula, charge and spin) comes out at 112.6 kcal per mole. As for the LUMO energy (spin up / spin down): -8.494 / -8.770 eV. The molar mass is 362.2 g mol⁻¹. Its charge is +2.